# 1
DFT (wB97M-V/def2-TZVPD) results for a molecular structure, C17H30I2NO6.

Kohn-Sham gap = 6.040 eV
DFT total energy = -1767.37883 Eh

Geometry as ORCA input:
```
! RIJCOSX wB97M-V def2-TZVPD def2/J DEFGRID3
* xyz -1 1
C -0.18732 1.60058 6.56654
C 0.69012 -1.36488 -2.43593
C 0.69602 4.10270 -3.58744
C -0.10140 -3.24201 1.51209
H 0.08793 4.02015 -2.68290
H 0.50170 -1.85158 -3.39249
H -1.35034 1.93471 1.06252
H 1.78519 -4.16736 1.94447
H 0.12917 -1.20745 6.29952
O -0.00310 1.74379 -1.04662
H -0.25411 -1.31770 -1.88769
H -1.26741 1.63625 6.71798
C -0.51742 2.11040 -4.49053
C -2.34061 3.92817 -4.17794
H 0.38445 -3.59931 -0.77508
C 1.64308 0.45101 0.09431
N -2.89663 1.57825 -3.89419
H -1.49727 2.54103 -2.68537
H 0.13673 1.82559 2.03965
H 1.72594 4.32237 -3.31437
H -2.89392 0.90197 -3.14047
H -1.40309 -0.74968 5.55149
C 0.59780 2.83468 -4.39376
H 0.18938 2.60627 6.39936
O -3.19283 4.35386 -3.35822
H 0.84037 -3.74313 3.37429
H -0.38456 -5.27114 0.86505
H 2.30436 0.93155 0.81851
H 1.17506 -4.13407 -2.25460
O 0.73273 1.16136 4.41556
H 1.42536 -0.55802 0.44491
H 2.13728 0.40679 -0.87345
H 1.66040 -2.46442 2.44268
I 2.39624 2.37009 -5.36273
H 0.26460 1.18522 7.46904
H 1.04763 -0.35443 -2.62075
C 1.12737 -3.41008 2.37485
O 2.74818 -1.68054 -1.25301
H 2.11238 -4.04938 -0.74257
C 1.32448 -3.57836 -1.32739
C 0.14081 0.73181 5.37470
H 0.29071 4.93025 -4.17814
O -0.37953 -2.17778 1.01303
C -0.31847 -0.70741 5.43857
C -0.45336 1.34962 1.25624
H -1.32630 -4.82170 2.28526
H -0.72744 0.35066 1.59893
H -3.74524 2.12454 -3.80188
C -1.76849 2.51527 -3.73704
C 0.35688 1.23493 -0.01118
H -1.81170 -4.22163 0.68133
H -0.02847 -1.22001 4.52421
C -0.96532 -4.46643 1.31831
C 1.69870 -2.14251 -1.63813
O -1.94746 4.38693 -5.25296
I -0.58922 0.33018 -5.56656
*
```



# 2
DFT (wB97M-V/def2-TZVPD) results for a molecular structure, C51H81Br32F3N2O5.

Kohn-Sham gap = 7.864 eV
DFT total energy = -85145.32191 Eh

Geometry as ORCA input:
```
! RIJCOSX wB97M-V def2-TZVPD def2/J DEFGRID3
* xyz 0 1
H 3.34881 2.73662 -5.42525
H -4.92990 -1.04482 -7.19084
H -3.37483 0.45782 -5.69065
C 0.17228 -3.82378 -9.56883
H -4.80037 -0.17539 -4.13906
C -5.20950 0.58884 -3.40013
C 1.45869 -3.25775 -10.11698
Br 2.92638 4.36536 -8.87404
O -5.29570 6.25319 -1.01037
H -2.87007 1.78222 5.50242
Br -5.46530 1.31489 -6.57161
Br 7.65619 -4.54714 7.55548
C -5.81721 -0.09731 -2.04521
H -3.84036 3.19369 5.98181
Br -6.63239 2.51187 5.30900
O -0.82635 6.06735 -1.69308
H -2.78874 -2.06795 -6.39417
H -5.02142 0.87119 6.20856
C -3.77120 2.35873 5.28357
H -13.95439 1.57014 6.59253
H -7.83131 -1.00208 -1.64429
H 6.18310 -0.96651 -3.41910
C -2.71402 5.53007 0.86240
C -2.61837 1.65462 -3.26401
C 1.50742 3.66474 3.48125
C -10.50365 1.48139 1.96803
H 1.93510 4.66914 3.48605
C 10.62578 -5.89816 13.30087
C -13.61778 1.76914 5.57356
O 0.59614 4.87801 -4.00903
C 3.58841 2.95803 -6.46740
H 0.33335 8.87214 -2.28102
Br 1.11783 -1.75809 -11.31441
H 3.42310 2.78025 3.04476
C -5.09632 -4.96856 -9.99407
H 1.32494 3.34885 4.50848
Br -0.55699 -2.68841 -8.16200
H 3.06413 -2.51369 6.65684
H 5.03714 -0.86248 -4.77495
Br 4.94853 -5.07800 4.51419
H 11.02596 -5.66010 14.28786
H 11.78184 -6.60272 9.71066
C -7.09498 -0.88955 -7.39046
H -7.64289 -0.32567 -3.37681
C 4.14143 -3.09825 1.53522
H 1.97342 -3.99921 -10.73061
H -6.15761 0.74141 -1.32331
H -12.71254 2.37521 5.60685
H 0.34989 -4.78877 -9.09074
H 12.23083 -8.83121 8.41886
Br 2.49835 0.09147 -3.61533
H 2.03062 4.43701 -6.57386
Br -6.71674 -5.05426 -7.62482
C 3.72937 -2.86631 5.86683
Br 9.43593 -7.83334 11.55516
Br 2.08161 11.05599 -3.21945
C -3.94267 4.20681 -1.88893
C -2.37267 -0.02081 -5.38747
H 4.71157 0.90344 -2.87662
C 4.28993 -0.10360 -2.86894
H -15.51999 1.69356 4.50375
H -7.28836 -1.68849 -8.10856
H -15.15511 3.24612 5.28962
H -5.97607 3.09947 -2.15933
H 3.05529 9.89965 -1.23352
C -2.66137 -1.62692 -5.35021
Br 5.29016 -1.70193 5.96196
H -3.58941 -1.85723 -4.69418
H -0.60691 -3.93555 -10.32304
H 3.33179 -1.07467 1.64028
Br 11.89862 -5.12948 12.03968
H -0.76834 0.62458 -3.98228
H 3.26017 -2.69060 4.89840
Br -0.22984 3.85109 2.61767
C 5.13161 -1.03779 -3.70306
H 8.52024 -6.61658 6.51881
C 2.40945 3.59680 -7.15830
Br 10.19326 -8.77832 6.97741
F -1.37849 0.18891 -6.41270
C -4.98743 1.46633 5.29421
C 4.10740 -4.30901 6.09566
H -5.04230 0.80139 4.43169
O -4.81094 -0.94611 -1.44098
Br 5.71989 2.96820 4.00069
H 10.73930 -8.78512 9.38583
H 8.26875 1.74551 1.40918
Br -14.04631 3.12460 3.08687
Br -10.57694 3.39399 1.59914
H -9.28758 0.09542 3.07404
H 2.92146 8.80965 -2.63218
C -14.72511 2.39349 4.76126
H 3.61591 -3.56736 2.36750
H -2.99071 1.51390 1.24830
C 2.38721 2.71688 2.70746
C -6.41462 -4.46356 -9.45906
H -10.63899 0.96877 1.01563
Br -13.11086 0.02748 4.85870
H 10.43742 -6.31473 8.58334
H -4.52908 -0.48080 -0.61541
C 0.25689 3.69154 -4.06646
H 8.09003 3.45158 3.38307
H -4.90711 -6.01516 -9.75572
H -3.55501 5.98778 1.49693
Br 12.65527 -6.07252 7.46242
H 9.68168 -5.37186 13.16049
H -6.11173 1.09819 -3.90703
Br -7.71993 1.06512 1.43128
H -7.86586 -0.12548 -7.49061
N -0.21579 2.84667 -2.95772
N -2.91287 5.89428 -0.56275
H -6.49297 -3.37656 -9.45989
Br 4.02577 1.23308 -7.26326
Br -3.59340 -3.94613 -9.28667
C -4.25340 5.58447 -1.14849
C -1.69275 2.85381 -2.81344
H -5.49342 -0.10551 -8.59169
C -2.84538 2.64805 1.15967
H -5.04467 -4.83123 -11.07563
C 11.38202 -6.84156 8.72374
C -4.84520 3.03085 -2.33506
F -0.20771 2.72699 -0.49660
H -8.95391 1.79554 3.47341
O 1.59433 3.63364 -1.55667
H 3.21701 -4.91679 6.26713
H 1.26186 8.01014 -1.03459
H -7.24444 -4.88403 -10.02993
H -1.95883 -0.49982 -3.15528
Br 9.19748 -3.50960 4.36820
H 6.98301 3.72403 2.01870
C 11.26804 -8.33553 8.54317
F 0.37923 3.04664 -5.33881
Br 4.64589 -2.89910 -3.38532
Br 0.33608 10.10484 -0.11045
C -9.22312 1.10803 2.67179
C 7.26363 3.02880 2.81198
C 9.58412 -5.05099 5.49878
Br -3.47220 3.11806 3.50821
Br 3.04830 -3.49317 -0.03309
C -4.18807 1.76738 -3.01651
H 4.49279 3.56505 -6.50632
C -1.88415 5.42297 -1.52998
C 1.09559 8.97835 -1.50955
H 10.07265 -5.77068 4.83959
C -2.41279 4.05636 -2.15514
C -1.89329 0.37829 -3.90722
H -11.36567 1.28297 2.60816
C 8.32253 -5.63662 6.08116
Br 1.86937 0.86197 3.01678
Br -7.32167 -1.70982 -5.63929
H 1.59446 2.90028 -7.35449
C 4.27138 -1.61354 1.75873
H 4.68126 -1.40637 2.74976
C 10.51078 -7.39125 13.12040
C -2.63895 3.96186 1.14527
H 7.51164 -5.72413 5.35877
C 2.39393 9.54730 -2.02490
Br 5.54610 -0.82574 0.51186
H 10.29438 -4.71869 6.25546
Br 8.44897 0.52690 3.54919
H 4.80131 -4.44785 6.92458
C 7.56345 1.66688 2.23851
C -7.13102 -0.92568 -2.54353
H -6.83372 -1.92896 -3.00259
H 11.47339 -7.88699 12.99622
H 5.09990 -3.59645 1.38992
H 4.17053 -0.43384 -1.83858
H -1.76994 -2.08445 -4.76788
H 9.98214 -7.84040 13.96299
H 6.67045 1.13802 1.90215
C 0.47387 3.12627 -1.69728
H -1.72379 5.97882 1.25842
H 2.13721 -2.89938 -9.34296
C -5.69618 -0.35641 -7.54897
H 2.35294 2.88200 1.63003
*
```



Computed lowest unoccupied orbital energy (Ha) in order:
0.0642; -0.0384